Entry 1:
Here is a molecular structure, C4H2O5Pt in a non-equilibrium geometry from OMol25. Energies are from the ωB97M-V functional and the def2-TZVPD basis.

Computed properties:
* ΔE to the lowest compared entry with this formula, charge and spin: 155.5 kJ/mol
* orbital gap (spin up / spin down): 7.087 / 7.296 eV
* total charge: +1
* LUMO level (spin up / spin down): -4.56 / -6.95 eV
* 2S+1: 4

Each line ends with the Löwdin spin population.
Atoms and positions in Å:
1 C -0.8329 0.0841 3.3836  0.043
2 O -0.5104 0.0358 4.4864  0.011
3 O -1.1641 0.0715 2.2660  0.201
4 O -1.4742 -0.7310 -0.0183  0.338
5 C -0.4898 -0.7580 -0.7265  0.051
6 O 0.2618 0.3143 -0.8725  0.019
7 Pt -2.4275 0.4606 0.8098  2.325
8 H -0.2105 -1.6192 -1.3547  0.007
9 O 1.1904 0.4901 -3.5934  0.001
10 C 1.3429 0.6792 -2.4498  0.001
11 C 1.7962 0.2058 -1.2629  0.002
12 H 2.5182 0.7668 -0.6677  0.000



Entry 2:
Here is 2 unconnected molecules or ions with the total composition C17H18NOS2 in a non-equilibrium geometry from OMol25. Energies are from the ωB97M-V functional and the def2-TZVPD basis.

Computed properties:
* ΔE to the lowest compared entry with this formula, charge and spin: 207.9 kJ/mol
* orbital gap: 4.330 eV
* total charge: +1
* LUMO level: -5.36 eV

Each line ends with the Löwdin charge.
Atoms and positions in Å:
1 C -4.5910 -1.1000 0.8698  -0.080
2 C -4.1231 0.2280 0.7553  -0.070
3 C -2.7753 0.5245 1.0036  -0.023
4 C -1.8827 -0.5121 1.3649  -0.151
5 C -0.4511 -0.1422 1.6868  -0.385
6 C 0.5503 -1.1397 1.7651  -0.055
7 N 1.8728 -0.9482 1.4040  -0.044
8 C 2.4596 0.2967 1.2369  -0.001
9 C 3.8188 0.4369 1.0029  -0.042
10 C 4.6457 -0.6909 0.9725  -0.059
11 C 4.0234 -1.9478 1.0600  -0.045
12 C 2.6615 -2.0718 1.2546  -0.020
13 O -0.1953 1.0624 1.9315  -0.063
14 C -2.3541 -1.8288 1.4229  -0.042
15 C -3.6986 -2.1277 1.1785  -0.079
16 H -5.6523 -1.3175 0.7195  0.106
17 H -4.8151 1.0381 0.4919  0.107
18 H -2.3906 1.5540 0.9301  0.117
19 H 0.2705 -2.1889 1.8939  0.096
20 H 1.8099 1.1493 1.3733  0.112
21 H 4.2370 1.4329 0.8502  0.119
22 H 5.7374 -0.6004 0.8622  0.118
23 H 4.6087 -2.8615 0.9775  0.116
24 H 2.1383 -3.0165 1.3568  0.132
25 H -1.6535 -2.6239 1.6487  0.095
26 H -4.0349 -3.1653 1.2297  0.107
27 C 0.0965 2.0312 8.2206  -0.265
28 C -0.9749 2.5304 7.2565  -0.417
29 S -1.2432 1.6040 5.7149  1.049
30 C 0.2763 1.1335 5.1932  -0.711
31 S 1.5562 0.6691 6.1492  1.038
32 C 1.4685 1.6504 7.6719  -0.419
33 H 0.2384 2.7959 8.9920  0.132
34 H -0.3078 1.1559 8.7281  0.121
35 H -1.9446 2.4221 7.7680  0.094
36 H -0.8617 3.5938 7.0077  0.101
37 H 0.4161 1.0330 4.1229  0.019
38 H 2.1284 2.5214 7.5646  0.100
39 H 1.9349 0.9850 8.4146  0.093



Entry 3:
Here is 2 unconnected molecules or ions with the total composition C5H15N2 in a non-equilibrium geometry from OMol25. Energies are from the ωB97M-V functional and the def2-TZVPD basis.

Computed properties:
* ΔE to the lowest compared entry with this formula, charge and spin: 524.1 kJ/mol
* orbital gap: 5.561 eV
* total charge: +1
* LUMO level: -7.90 eV

Each line ends with the Löwdin charge.
Atoms and positions in Å:
1 N -1.3130 -0.4763 -1.3659  0.081
2 C -1.5697 0.3318 -0.1989  -0.415
3 C -2.7775 -0.2069 0.5808  -0.034
4 C -0.3231 0.2746 0.6874  -0.158
5 N 0.8550 0.4029 -0.0383  0.219
6 C 2.0299 0.5858 0.6592  -0.211
7 C 2.5893 -0.8354 1.0222  0.014
8 H -2.1172 -0.6298 -1.9620  0.105
9 H 2.9280 0.0460 -6.3889  0.005
10 H 2.3499 -0.0440 -5.9353  -0.005
11 H -1.7681 1.3767 -0.4711  0.149
12 H -2.5002 -0.7179 1.5106  0.083
13 H -3.3518 -0.9136 0.0013  0.083
14 H -3.4325 0.5942 0.9133  0.086
15 H -0.3814 1.0025 1.5117  0.167
16 H -0.2568 -0.7392 1.1117  0.186
17 H -0.4598 -0.2430 -1.8511  0.074
18 H 2.7822 1.0330 0.0052  0.146
19 H 1.9083 1.1795 1.5683  0.139
20 H 3.1265 -1.2384 0.1691  0.094
21 H 1.8354 -1.5554 1.3513  0.089
22 H 3.3185 -0.6754 1.8171  0.104



Entry 4:
Here is a molecular structure, C13H34N3O6Ti3 in a non-equilibrium geometry from OMol25. Energies are from the ωB97M-V functional and the def2-TZVPD basis.

Computed properties:
* orbital gap (spin up / spin down): 5.516 / 2.099 eV
* total charge: +3
* LUMO level (spin up / spin down): -9.55 / -12.97 eV
* 2S+1: 11

Each line ends with the Löwdin spin population.
Atoms and positions in Å:
1 Ti 1.4459 0.1169 -2.9941  2.740
2 Ti 3.1654 -3.9548 -2.4387  2.952
3 Ti -0.7015 -3.0610 -3.1142  2.904
4 O 2.0797 -1.6902 0.4224  0.010
5 C 1.1235 -1.5295 -0.5119  0.030
6 O 0.9964 -2.3936 -1.4282  0.162
7 O 0.7062 -0.4074 -0.7994  0.060
8 H 2.0839 -0.7706 0.6980  0.000
9 C -4.0329 1.0841 -3.1714  0.001
10 C -2.7270 0.9715 -2.4341  0.007
11 C -2.8716 1.5667 -1.0171  0.002
12 O -3.8924 0.7251 -0.3666  0.015
13 C -4.4909 1.2511 0.7722  0.005
14 N -2.3056 -0.3884 -2.3873  0.040
15 H -4.7899 0.3320 -2.9495  0.000
16 H -3.7844 0.8508 -4.2067  0.000
17 H -4.4457 2.0894 -3.0874  0.000
18 H -2.0202 1.5007 -3.0733  0.006
19 H -3.1087 2.6289 -0.9570  0.001
20 H -1.8863 1.4104 -0.5780  0.000
21 H -5.0910 2.1492 0.6250  0.002
22 H -3.6825 1.5370 1.4451  0.000
23 H -5.1029 0.4918 1.2590  0.001
24 H -1.4454 -0.4717 -1.8647  0.014
25 H -2.9846 -0.8212 -1.7775  0.007
26 C 4.4289 1.0706 -0.9254  0.018
27 C 5.3494 2.0267 -0.1370  0.004
28 C 5.3684 1.8115 1.4001  0.001
29 O 4.0048 1.8383 1.9096  0.000
30 C 3.9057 1.5942 3.2983  0.000
31 N 6.6890 1.9270 -0.7629  0.004
32 H 5.0015 0.1435 -0.9496  0.000
33 H 4.2015 1.5482 -1.8785  0.009
34 H 3.5735 0.6603 -0.3886  0.004
35 H 4.9600 3.0176 -0.3703  0.000
36 H 6.1688 2.4145 1.8287  0.000
37 H 5.8587 0.8695 1.6456  0.000
38 H 4.6943 2.1239 3.8327  0.000
39 H 4.0065 0.5136 3.4003  0.000
40 H 2.9511 1.9763 3.6601  0.000
41 H 6.6165 1.9372 -1.7702  0.000
42 H 7.1484 1.1309 -0.3443  0.000
43 C -2.5536 -3.8720 0.6897  0.036
44 C -2.8925 -2.4520 1.2703  0.107
45 C -1.5823 -1.6371 1.2690  0.016
46 O -1.7357 -0.4677 2.0328  0.020
47 C -0.7984 0.5193 2.0796  0.003
48 N -3.8805 -2.0267 0.3213  0.695
49 H -1.7663 -4.3255 1.2918  0.002
50 H -2.2489 -3.8870 -0.3568  0.022
51 H -3.4583 -4.4782 0.6408  0.000
52 H -3.3153 -2.5520 2.2700  0.055
53 H -1.5134 -1.3016 0.2342  0.001
54 H -0.7221 -2.2592 1.5161  0.003
55 H -0.9964 1.0853 2.9898  0.000
56 H -1.0036 1.2836 1.3300  0.002
57 H 0.2585 0.2526 2.0782  0.000
58 H -4.2446 -1.1014 0.4982  0.018
59 H -4.7109 -2.6015 0.3322  0.020